No. 1
A 2-piece molecular cluster, C32H30N4O3 overall in a non-equilibrium geometry, computed with the ωB97M-V functional and the def2-TZVPD basis.

ORCA input file:
```
! RIJCOSX wB97M-V def2-TZVPD def2/J DEFGRID3
* xyz 0 1
N 1.119 -1.089 1.932
C 1.217 0.285 2.035
O 2.275 0.904 2.058
N -0.001 0.975 2.111
C -1.294 0.448 2.148
O -2.266 1.209 2.166
C -1.284 -0.990 2.159
C -0.073 -1.646 2.077
H 0.087 1.981 2.144
H -2.217 -1.532 2.204
H -0.073 -2.745 2.130
C 0.856 -7.801 -2.694
N 1.293 -6.437 -2.529
C 1.379 -5.565 -3.584
O 1.097 -5.821 -4.751
C 1.854 -4.225 -3.030
C 0.783 -3.153 -3.188
C -0.512 -3.576 -2.537
C -1.450 -4.310 -3.269
C -2.626 -4.756 -2.665
C -2.870 -4.471 -1.317
C -1.948 -3.710 -0.591
C -0.803 -3.215 -1.219
N 2.147 -4.550 -1.637
C 2.484 -3.627 -0.717
C 2.509 -3.927 0.636
C 2.895 -3.018 1.613
C 3.267 -3.395 2.946
C 3.888 -2.450 3.803
C 4.199 -2.775 5.118
C 3.883 -4.048 5.626
C 3.313 -5.011 4.781
C 3.042 -4.707 3.448
C 1.789 -5.936 -1.262
C 2.924 -6.751 -0.705
C 4.092 -6.885 -1.359
C 5.278 -7.541 -0.832
C 6.423 -7.644 -1.657
C 7.578 -8.271 -1.203
C 7.622 -8.806 0.095
C 6.498 -8.704 0.928
C 5.335 -8.073 0.479
H 0.585 -7.955 -3.741
H 1.661 -8.487 -2.412
H -0.013 -8.000 -2.056
H 2.790 -3.952 -3.546
H 1.152 -2.209 -2.774
H 0.625 -3.039 -4.267
H -1.245 -4.534 -4.320
H -3.342 -5.335 -3.250
H -3.781 -4.834 -0.838
H -2.118 -3.493 0.465
H -0.118 -2.548 -0.688
H 2.776 -2.643 -1.097
H 2.204 -4.932 0.940
H 2.972 -1.965 1.341
H 4.118 -1.464 3.395
H 4.690 -2.039 5.757
H 4.089 -4.290 6.671
H 3.085 -6.008 5.162
H 2.652 -5.480 2.784
H 0.969 -5.935 -0.522
H 2.729 -7.253 0.247
H 4.181 -6.488 -2.379
H 6.369 -7.218 -2.662
H 8.447 -8.345 -1.859
H 8.527 -9.299 0.451
H 6.528 -9.121 1.935
H 4.463 -7.984 1.130
*
```

- Kohn-Sham gap (eV) = 5.00
- HOMO (eV) = -7.0
- energy (eV) = -45772.8841

No. 2
C32H31BMnN5O3S2 as an isolated structure, computed with the ωB97M-V functional and the def2-TZVPD basis.

ORCA input file:
```
! RIJCOSX wB97M-V def2-TZVPD def2/J DEFGRID3
* xyz 0 5
Mn 0.326 0.356 -0.086
C 2.848 2.072 2.967
C 2.855 1.083 3.939
C 2.166 -0.096 3.722
C 1.457 -0.294 2.532
C 1.450 0.706 1.556
C 2.151 1.884 1.782
C 0.751 -1.562 2.252
C 0.649 -2.578 3.242
C 0.052 -3.756 2.929
C -0.456 -3.967 1.626
C -1.066 -5.182 1.242
C -1.548 -5.341 -0.026
C -1.427 -4.291 -0.956
C -0.837 -3.105 -0.612
C -0.345 -2.913 0.697
N 0.252 -1.720 1.032
H 3.394 2.993 3.131
H 3.401 1.226 4.862
H 2.200 -0.859 4.487
H 2.173 2.654 1.023
H 1.036 -2.407 4.234
H -0.040 -4.545 3.665
H -1.144 -5.976 1.975
H -2.019 -6.269 -0.323
H -1.798 -4.424 -1.964
H -0.732 -2.312 -1.336
C 3.410 -2.629 0.424
N 2.711 -2.761 -0.837
C 2.404 -3.952 -1.447
C 1.791 -3.641 -2.612
N 1.719 -2.273 -2.715
B 1.149 -1.660 -4.057
N 0.933 -0.125 -4.007
C 1.566 0.738 -4.873
C 1.001 1.960 -4.751
N 0.018 1.843 -3.794
C -0.931 2.872 -3.429
C -0.012 0.567 -3.356
S -1.081 0.001 -2.140
C 2.272 -1.744 -1.621
S 2.480 -0.079 -1.224
H 2.960 -3.300 1.155
H 3.321 -1.599 0.761
H 4.465 -2.876 0.298
H 2.638 -4.898 -0.994
H 1.389 -4.272 -3.383
H 0.105 -2.224 -4.266
H 1.961 -1.867 -4.922
H 2.371 0.397 -5.496
H 1.206 2.894 -5.241
H -0.482 3.844 -3.617
H -1.191 2.768 -2.380
H -1.843 2.770 -4.019
C -5.516 1.985 3.207
O -4.994 3.202 2.708
C -3.833 3.150 2.016
C -3.367 4.399 1.545
C -2.212 4.433 0.827
C -1.446 3.275 0.525
C -0.242 3.397 -0.248
C 0.287 4.742 -0.702
O 0.470 2.434 -0.595
C -1.911 2.017 1.034
O -1.325 0.882 0.893
C -3.128 2.001 1.771
H -6.439 2.243 3.720
H -4.822 1.521 3.912
H -5.730 1.287 2.395
H -3.937 5.289 1.763
H -1.872 5.396 0.478
H -0.448 5.532 -0.813
H 0.809 4.588 -1.644
H 1.030 5.065 0.031
H -3.452 1.033 2.124
*
```

- Kohn-Sham gap (alpha / beta) (eV) = 7.35 / 7.47
- relative energy (zero: lowest compared OMol25 entry of this formula, charge and spin) (kcal per mole) = 0.0
- HOMO (alpha / beta) (eV) = -7.5 / -7.7
- energy (eV) = -100951.7098

No. 3
C32H31BrN7OSSiTi as an isolated structure in a non-equilibrium geometry, computed with the ωB97M-V functional and the def2-TZVPD basis.

ORCA input file:
```
! RIJCOSX wB97M-V def2-TZVPD def2/J DEFGRID3
* xyz 1 1
Ti 0.974 0.815 0.677
N -0.881 -0.834 4.067
C 0.119 -0.463 3.238
S 0.578 1.221 3.166
N 0.723 -1.371 2.525
N 1.644 -0.824 1.673
C 2.880 -1.176 1.722
C 3.477 -2.145 2.652
C 2.900 -3.394 2.877
C 3.513 -4.293 3.735
C 4.684 -3.948 4.393
C 5.235 -2.687 4.212
C 4.644 -1.792 3.339
C 3.739 -0.353 0.851
C 5.015 -0.717 0.451
C 5.773 0.194 -0.270
C 5.235 1.437 -0.559
C 3.931 1.704 -0.177
N 3.193 0.829 0.502
H -1.141 -0.185 4.790
H -0.983 -1.817 4.267
H 1.986 -3.660 2.365
H 3.075 -5.270 3.888
H 5.166 -4.657 5.053
H 6.130 -2.400 4.747
H 5.064 -0.803 3.213
H 5.403 -1.693 0.703
H 6.774 -0.057 -0.592
H 5.806 2.188 -1.085
H 3.451 2.640 -0.418
Br -5.567 -1.884 -3.015
C -5.189 -0.030 -2.996
C -3.926 0.407 -3.371
C -3.633 1.757 -3.322
C -4.601 2.671 -2.898
C -5.888 2.222 -2.602
C -6.179 0.870 -2.630
N -4.402 4.067 -2.818
N -3.321 4.589 -2.517
C -2.216 3.953 -1.939
C -0.972 4.310 -2.426
C 0.214 3.779 -1.910
C 0.172 2.864 -0.884
O 1.238 2.297 -0.308
C -1.089 2.488 -0.360
N -1.039 1.572 0.650
C -2.153 1.309 1.306
C -3.368 1.926 1.000
C -3.441 2.806 -0.050
C -2.285 3.086 -0.804
H -3.183 -0.311 -3.689
H -2.664 2.111 -3.651
H -6.643 2.945 -2.322
H -7.168 0.513 -2.378
H -0.940 5.002 -3.257
H 1.168 4.094 -2.310
H -2.092 0.609 2.129
H -4.244 1.702 1.590
H -4.372 3.308 -0.271
C -2.192 -1.459 -0.308
Si -0.542 -1.846 -1.147
C 0.156 -3.426 -0.383
C -0.944 -2.035 -2.985
C 0.738 -0.453 -0.980
H -2.910 -2.258 -0.508
H -2.627 -0.533 -0.689
H -2.078 -1.384 0.775
H -0.464 -4.290 -0.629
H 0.192 -3.338 0.705
H 1.166 -3.638 -0.743
H -1.636 -2.863 -3.157
H -0.055 -2.219 -3.590
H -1.421 -1.126 -3.360
H 0.572 0.252 -1.806
H 1.724 -0.905 -1.148
*
```

- Kohn-Sham gap (eV) = 6.38
- HOMO (eV) = -10.4
- energy (eV) = -158032.7581

No. 4
A 4-piece molecular cluster, C32H31FO9 overall in a non-equilibrium geometry, computed with the ωB97M-V functional and the def2-TZVPD basis.

ORCA input file:
```
! RIJCOSX wB97M-V def2-TZVPD def2/J DEFGRID3
* xyz 0 1
C -4.978 -0.206 2.440
C -3.597 -0.828 2.535
C -2.489 0.248 2.582
C -1.664 0.429 1.321
O -0.831 1.616 1.472
C 0.206 1.460 2.310
O 0.214 1.836 3.422
C -2.498 0.677 0.066
C -2.935 -0.594 -0.640
F -1.709 1.409 -0.831
O -3.578 -1.581 3.747
C -2.906 -2.837 3.723
C -1.491 -2.812 3.206
C -0.466 -2.220 3.959
C 0.829 -2.159 3.454
C 1.123 -2.702 2.195
C 0.118 -3.316 1.445
C -1.181 -3.363 1.954
H -5.054 0.354 1.512
H -5.128 0.479 3.265
H -5.742 -0.974 2.421
H -3.481 -1.477 1.673
H -1.826 -0.038 3.384
H -2.916 1.204 2.863
H -0.994 -0.415 1.162
H 1.097 1.022 1.850
H -3.333 1.329 0.298
H -2.363 -1.457 -0.330
H -3.995 -0.771 -0.483
H -2.793 -0.437 -1.701
H -3.494 -3.573 3.175
H -2.889 -3.164 4.758
H -0.711 -1.802 4.923
H 1.609 -1.697 4.036
H 2.124 -2.657 1.799
H 0.293 -3.748 0.479
H -1.969 -3.823 1.378
C 1.115 4.980 1.497
C 0.252 5.931 1.153
C 0.514 6.829 0.000
O -0.271 7.697 -0.315
C 1.774 6.620 -0.759
C 2.635 5.666 -0.417
C 2.373 4.769 0.738
O 3.153 3.892 1.042
H 0.942 4.313 2.333
H -0.675 6.096 1.687
H 1.942 7.283 -1.598
H 3.558 5.494 -0.957
C 0.401 2.163 -3.136
C 0.757 3.318 -3.692
C 1.682 3.368 -4.851
O 2.011 4.420 -5.354
C 2.196 2.075 -5.371
C 1.840 0.919 -4.818
C 0.914 0.871 -3.657
O 0.590 -0.186 -3.158
H -0.270 2.107 -2.290
H 0.395 4.272 -3.329
H 2.869 2.134 -6.217
H 2.204 -0.034 -5.181
C 3.667 -5.833 -1.493
C 2.364 -5.616 -1.331
C 1.637 -4.633 -2.173
O 0.450 -4.434 -2.020
C 2.415 -3.903 -3.203
C 3.718 -4.120 -3.365
C 4.447 -5.102 -2.524
O 5.633 -5.301 -2.673
H 4.219 -6.544 -0.891
H 1.776 -6.138 -0.586
H 1.864 -3.190 -3.800
H 4.307 -3.599 -4.109
*
```

- Kohn-Sham gap (eV) = 7.92
- HOMO (eV) = -9.5
- SMILES = C[C@H](F)[C@H](C[C@H](C)OCc1ccccc1)OC=O.O=C1C=CC(=O)C=C1.O=C1C=CC(=O)C=C1.O=C1C=CC(=O)C=C1
- energy (eV) = -54827.6452

No. 5
C32H31N9S3Ti as an isolated structure in a non-equilibrium geometry, computed with the ωB97M-V functional and the def2-TZVPD basis.

ORCA input file:
```
! RIJCOSX wB97M-V def2-TZVPD def2/J DEFGRID3
* xyz 2 3
Ti 0.631 0.006 0.065
C 3.019 2.130 -1.638
C 3.113 1.873 -0.164
C 4.303 2.147 0.483
C 4.407 1.953 1.846
C 3.276 1.600 2.553
C 2.093 1.370 1.874
N 2.033 1.401 0.511
C 0.811 1.135 2.560
C 0.641 1.443 3.897
C -0.594 1.300 4.482
C -1.644 0.879 3.694
C -1.455 0.616 2.346
N -0.215 0.713 1.761
C -2.726 0.358 1.588
C -3.665 -0.515 2.125
C -4.915 -0.589 1.531
C -5.186 0.222 0.447
C -4.186 1.058 -0.045
C -4.471 1.970 -1.208
N -2.963 1.104 0.509
H 3.386 3.136 -1.843
H 2.003 2.055 -2.004
H 3.654 1.439 -2.195
H 5.145 2.520 -0.089
H 5.351 2.111 2.356
H 3.304 1.504 3.629
H 1.473 1.826 4.472
H -0.746 1.548 5.527
H -2.641 0.803 4.106
H -3.422 -1.113 2.997
H -5.677 -1.254 1.924
H -6.171 0.234 -0.008
H -5.474 2.392 -1.125
H -4.424 1.425 -2.156
H -3.746 2.781 -1.233
C 0.643 -2.008 3.467
C 1.798 -1.914 2.524
N 1.771 -1.505 1.273
C 3.013 -1.666 0.666
C 3.986 -2.124 1.483
S 3.345 -2.441 3.026
C 3.144 -1.453 -0.774
C 4.203 -1.858 -1.508
S 3.943 -1.485 -3.141
C 2.416 -0.812 -2.772
N 2.110 -0.851 -1.493
C 1.632 -0.228 -3.901
H -0.292 -1.846 2.943
H 0.737 -1.288 4.279
H 0.617 -3.003 3.916
H 5.025 -2.319 1.256
H 5.099 -2.361 -1.173
H 2.270 -0.114 -4.776
H 1.230 0.749 -3.642
H 0.807 -0.880 -4.179
N -3.232 -3.554 -0.059
C -1.943 -3.512 -0.386
N -1.494 -4.416 -1.259
S -0.892 -2.364 0.309
H -3.858 -4.264 -0.404
H -3.591 -2.848 0.559
H -2.072 -5.166 -1.605
H -0.507 -4.459 -1.434
N -2.133 2.324 -6.218
C -1.855 2.033 -5.141
C -1.469 1.628 -3.814
C -0.956 2.536 -2.896
C -0.504 2.086 -1.677
N -0.466 0.775 -1.348
C -1.065 -0.084 -2.208
C -1.573 0.296 -3.428
H -0.926 3.591 -3.131
H -0.163 2.775 -0.924
H -1.091 -1.115 -1.905
H -2.027 -0.434 -4.085
*
```

- Kohn-Sham gap (alpha / beta) (eV) = 5.92 / 7.80
- relative energy (zero: lowest compared OMol25 entry of this formula, charge and spin) (kcal per mole) = 47.6
- HOMO (alpha / beta) (eV) = -11.6 / -13.7
- energy (eV) = -102710.0191

No. 6
C32H32BN10O3RuS3Se as an isolated structure, computed with the ωB97M-V functional and the def2-TZVPD basis.

ORCA input file:
```
! RIJCOSX wB97M-V def2-TZVPD def2/J DEFGRID3
* xyz 0 6
Ru 0.580 0.054 -0.439
C 1.124 -5.383 1.466
C 0.996 -5.394 0.083
C 1.156 -4.224 -0.641
C 1.446 -3.032 0.020
C 1.579 -3.017 1.403
C 1.419 -4.193 2.119
N 1.592 -1.832 -0.713
C 2.411 -1.826 -1.795
C 3.418 -2.782 -2.048
C 4.240 -2.637 -3.142
C 4.078 -1.549 -4.000
C 3.095 -0.585 -3.775
C 2.272 -0.719 -2.686
N 1.236 0.141 -2.344
N 0.897 1.115 -3.165
C -0.113 1.853 -2.640
C -0.723 2.848 -3.417
C -1.788 3.547 -2.898
C -2.228 3.275 -1.604
C -1.569 2.306 -0.878
N -0.541 1.613 -1.366
H 0.997 -6.297 2.032
H 0.779 -6.320 -0.436
H 1.053 -4.215 -1.718
H 1.839 -2.087 1.893
H 1.533 -4.178 3.195
H 3.569 -3.589 -1.346
H 5.030 -3.354 -3.321
H 4.742 -1.438 -4.848
H 2.966 0.265 -4.430
H -0.346 3.012 -4.416
H -2.280 4.305 -3.493
H -3.061 3.801 -1.162
H -1.843 2.088 0.142
C -1.413 0.494 4.434
N -2.262 0.697 3.269
C -3.499 1.298 3.338
C -4.093 1.093 2.147
N -3.236 0.359 1.353
B -3.738 -0.231 -0.038
N -3.264 -1.703 -0.192
C -3.898 -2.769 0.419
C -3.466 -3.904 -0.158
N -2.555 -3.533 -1.129
C -2.026 -4.427 -2.139
C -2.424 -2.181 -1.130
S -1.381 -1.280 -2.141
C -2.099 0.149 2.035
S -0.684 -0.738 1.561
H -1.037 1.445 4.804
H -0.584 -0.147 4.150
H -1.998 0.007 5.214
H -3.840 1.798 4.227
H -5.070 1.372 1.795
H -3.348 0.433 -0.953
H -4.949 -0.246 0.052
H -4.610 -2.619 1.211
H -3.715 -4.934 0.028
H -1.701 -5.352 -1.669
H -1.186 -3.935 -2.621
H -2.788 -4.642 -2.889
Se 1.128 2.150 2.796
N 0.884 2.570 1.084
C 0.543 3.845 1.059
C 0.307 4.598 -0.140
C -0.036 5.900 -0.032
C -0.172 6.550 1.247
C 0.056 5.888 2.401
C 0.436 4.505 2.341
N 0.712 3.757 3.395
H 0.433 4.124 -1.105
H -0.204 6.479 -0.932
H -0.453 7.595 1.273
H -0.020 6.369 3.367
C 4.466 1.531 1.564
S 3.513 0.392 0.615
O 4.398 -0.700 0.284
O 2.978 1.147 -0.523
O 2.363 -0.023 1.471
H 5.376 1.732 1.003
H 4.703 1.069 2.521
H 3.898 2.447 1.702
*
```

- Kohn-Sham gap (alpha / beta) (eV) = 5.90 / 5.40
- HOMO (alpha / beta) (eV) = -6.4 / -7.6
- energy (eV) = -155857.2478

Please write out number 5 again, unchanged.
C32H31N9S3Ti as an isolated structure in a non-equilibrium geometry, computed with the ωB97M-V functional and the def2-TZVPD basis.

ORCA input file:
```
! RIJCOSX wB97M-V def2-TZVPD def2/J DEFGRID3
* xyz 2 3
Ti 0.631 0.006 0.065
C 3.019 2.130 -1.638
C 3.113 1.873 -0.164
C 4.303 2.147 0.483
C 4.407 1.953 1.846
C 3.276 1.600 2.553
C 2.093 1.370 1.874
N 2.033 1.401 0.511
C 0.811 1.135 2.560
C 0.641 1.443 3.897
C -0.594 1.300 4.482
C -1.644 0.879 3.694
C -1.455 0.616 2.346
N -0.215 0.713 1.761
C -2.726 0.358 1.588
C -3.665 -0.515 2.125
C -4.915 -0.589 1.531
C -5.186 0.222 0.447
C -4.186 1.058 -0.045
C -4.471 1.970 -1.208
N -2.963 1.104 0.509
H 3.386 3.136 -1.843
H 2.003 2.055 -2.004
H 3.654 1.439 -2.195
H 5.145 2.520 -0.089
H 5.351 2.111 2.356
H 3.304 1.504 3.629
H 1.473 1.826 4.472
H -0.746 1.548 5.527
H -2.641 0.803 4.106
H -3.422 -1.113 2.997
H -5.677 -1.254 1.924
H -6.171 0.234 -0.008
H -5.474 2.392 -1.125
H -4.424 1.425 -2.156
H -3.746 2.781 -1.233
C 0.643 -2.008 3.467
C 1.798 -1.914 2.524
N 1.771 -1.505 1.273
C 3.013 -1.666 0.666
C 3.986 -2.124 1.483
S 3.345 -2.441 3.026
C 3.144 -1.453 -0.774
C 4.203 -1.858 -1.508
S 3.943 -1.485 -3.141
C 2.416 -0.812 -2.772
N 2.110 -0.851 -1.493
C 1.632 -0.228 -3.901
H -0.292 -1.846 2.943
H 0.737 -1.288 4.279
H 0.617 -3.003 3.916
H 5.025 -2.319 1.256
H 5.099 -2.361 -1.173
H 2.270 -0.114 -4.776
H 1.230 0.749 -3.642
H 0.807 -0.880 -4.179
N -3.232 -3.554 -0.059
C -1.943 -3.512 -0.386
N -1.494 -4.416 -1.259
S -0.892 -2.364 0.309
H -3.858 -4.264 -0.404
H -3.591 -2.848 0.559
H -2.072 -5.166 -1.605
H -0.507 -4.459 -1.434
N -2.133 2.324 -6.218
C -1.855 2.033 -5.141
C -1.469 1.628 -3.814
C -0.956 2.536 -2.896
C -0.504 2.086 -1.677
N -0.466 0.775 -1.348
C -1.065 -0.084 -2.208
C -1.573 0.296 -3.428
H -0.926 3.591 -3.131
H -0.163 2.775 -0.924
H -1.091 -1.115 -1.905
H -2.027 -0.434 -4.085
*
```

- Kohn-Sham gap (alpha / beta) (eV) = 5.92 / 7.80
- relative energy (zero: lowest compared OMol25 entry of this formula, charge and spin) (kcal per mole) = 47.6
- HOMO (alpha / beta) (eV) = -11.6 / -13.7
- energy (eV) = -102710.0191